(1)
C7H13N | wB97M-V/def2-TZVPD

Element x y z (Å)
C 0.3225 1.1604 -3.5934
C 0.3173 0.8649 -2.1154
C -0.6505 0.3088 -1.3868
C -0.5540 -0.0777 0.0369
N -1.7570 0.1636 0.7061
C 0.4833 -0.7455 0.5505
C 0.7717 -1.3334 1.9043
C 0.4087 -0.4950 3.1446
H -0.2380 2.0708 -3.7851
H -0.1174 0.3387 -4.1551
H 1.3603 1.3211 -3.8843
H 1.1836 1.1763 -1.5534
H -1.5246 -0.0750 -1.9198
H -1.8031 0.0821 1.7046
H -2.4797 0.7737 0.3623
H 1.2579 -0.9379 -0.1912
H 0.3423 -2.3331 1.9462
H 1.8220 -1.5015 1.9476
H -0.4464 0.1282 2.9056
H 0.0925 -1.0935 3.9919
H 1.2087 0.2040 3.3839

Frontier orbital gap ... 8.81 eV
LUMO energy ... 1.14 eV
SMILES string ... C/C=C/C(N)=C/CC
Electronic energy ... -8958.682 eV

(2)
C7H13N | wB97M-V/def2-TZVPD

Element x y z (Å)
C -1.2479 -0.2364 -0.9436
C -1.5564 1.1668 -1.3539
C 1.5242 1.4233 -0.0782
C 1.2821 -0.0488 -0.1421
N 2.2804 -0.8255 0.4072
C 0.0810 -0.7005 -0.5114
C -0.9480 -0.5477 0.9118
C -1.1533 -1.6313 1.6709
H -1.9068 -1.0289 -1.2751
H 3.0864 -0.3542 0.7965
H 2.0725 -1.8101 0.5134
H 0.2266 -1.7567 -0.7323
H -1.1154 0.4432 1.3131
H -0.9921 1.4723 -2.2438
H -2.6193 1.2728 -1.5652
H -1.3306 1.9069 -0.5787
H 2.1588 1.7327 -0.9148
H 0.6051 1.9934 -0.0978
H 2.0570 1.6999 0.8463
H -1.5395 -1.5412 2.6763
H -0.9649 -2.6299 1.3013

Frontier orbital gap (alpha / beta) ... 6.55 / 6.53 eV
LUMO energy (alpha / beta) ... 1.02 / 1.03 eV
Electronic energy ... -8955.473 eV

(3)
C7H13N | wB97M-V/def2-TZVPD

Element x y z (Å)
C -2.4382 -0.7516 -3.1461
C -1.2857 -0.1862 -2.8065
C -0.5486 -0.6557 -1.6019
C -0.6629 -0.1441 -0.3874
C -0.0506 -0.6334 0.8856
C 0.1913 0.4600 1.9282
C 1.4832 1.2195 1.6956
N 2.6348 0.3239 1.5541
H -2.8580 -1.5463 -2.5583
H -3.0435 -0.5427 -4.0186
H -0.9398 0.6018 -3.4674
H 0.0765 -1.5193 -1.8001
H -1.2838 0.7556 -0.2803
H 0.8845 -1.1582 0.6907
H -0.7074 -1.3979 1.3097
H -0.6258 1.1611 1.8510
H 0.1580 -0.0189 2.9116
H 1.3392 1.7526 0.7445
H 1.6357 1.9412 2.4944
H 3.4862 0.8063 1.8180
H 2.5548 -0.4676 2.1832

Frontier orbital gap ... 10.38 eV
LUMO energy ... 1.16 eV
SMILES string ... C=C/C=C/CCCN
Electronic energy ... -8958.357 eV

(4)
C7H13N | wB97M-V/def2-TZVPD

Element x y z (Å)
C 0.3754 -0.6912 -0.4632
C -1.5522 0.0989 0.4584
C 0.5516 -0.4989 1.9276
C -0.0014 -0.3146 -1.8732
C -1.9311 1.4982 0.0388
N 0.2081 0.1083 0.6449
C 2.3085 -0.5008 -0.4672
C 3.4769 -0.1819 -0.5514
H 0.2906 -1.7697 -0.2911
H -1.8653 -0.1060 1.4814
H -2.0139 -0.6870 -0.1405
H 1.5987 -0.2677 2.1286
H 0.4297 -1.5868 1.9496
H -0.0553 -0.0586 2.7239
H 0.7340 -0.7727 -2.5427
H 0.0434 0.7633 -2.0300
H -0.9651 -0.7365 -2.1693
H -1.7554 1.6821 -1.0215
H -1.3812 2.2525 0.6059
H -2.9966 1.6664 0.2318
H 4.5006 0.1027 -0.6409

Frontier orbital gap ... 10.10 eV
LUMO energy ... 1.00 eV
Electronic energy ... -8954.735 eV